(1)
{"formula": "C7H23FeO12PPd", "method": "ωB97M-V/def2-TZVPD", "symbols": ["Fe", "Pd", "O", "H", "P", "O", "O", "O", "O", "C", "C", "O", "O", "H", "H", "H", "H", "H", "H", "C", "C", "O", "O", "H", "H", "H", "H", "H", "H", "C", "C", "O", "O", "H", "H", "H", "H", "H", "H", "C", "O", "H", "H", "H", "H"], "coordinates": [[-20.289788, -18.099146, 6.633882], [-22.823607, -20.168345, 7.008095], [-20.762320, -20.041427, 6.227227], [-20.764851, -20.330771, 5.316108], [-22.437480, -17.775849, 8.236753], [-22.360102, -18.054320, 6.706753], [-20.871114, -17.851517, 8.443272], [-23.150096, -19.055050, 8.740241], [-23.061180, -16.505775, 8.742069], [-23.282522, -20.777332, 2.294008], [-22.475616, -19.932774, 3.267927], [-23.324055, -19.385345, 4.263191], [-23.760498, -21.923615, 2.983603], [-22.757158, -21.083133, 1.381934], [-24.126771, -20.181378, 1.915829], [-22.000241, -19.138149, 2.686475], [-21.759395, -20.660773, 3.666079], [-23.066442, -18.459401, 4.320735], [-23.853060, -22.661859, 2.379580], [-19.179248, -15.462361, 5.581381], [-18.728376, -16.585153, 4.652028], [-19.734883, -17.621989, 4.677352], [-19.792361, -16.056494, 6.732173], [-19.847937, -14.752183, 5.096770], [-18.293875, -14.916055, 5.912417], [-17.780626, -16.981522, 5.018810], [-18.624558, -16.221518, 3.633348], [-19.478990, -18.358517, 4.048928], [-20.362956, -15.429242, 7.205184], [-17.921298, -18.572950, 1.476985], [-18.427282, -19.863114, 2.038100], [-18.727695, -19.795488, 3.435900], [-16.569659, -18.383221, 1.856544], [-18.565748, -17.755258, 1.836309], [-18.023834, -18.589849, 0.385153], [-17.676420, -20.617858, 1.774368], [-19.310119, -20.209739, 1.499851], [-17.926265, -20.086491, 3.892287], [-16.230419, -17.604647, 1.404433], [-19.370845, -23.106531, 5.954835], [-19.569633, -22.418439, 7.166892], [-20.292521, -23.513994, 5.525591], [-19.052733, -22.366192, 5.197477], [-18.580748, -23.850571, 5.988790], [-19.958095, -21.551355, 6.947841]], "forces_ev_per_angstrom": [[-3.2024, -1.7670, 1.4463], [-1.1845, -1.2099, 0.3373], [2.1994, 0.8643, -0.1596], [0.2095, 0.0167, -0.4007], [-2.7678, 0.5560, 3.2692], [0.7353, 1.8689, -3.1195], [1.9226, -0.0847, -0.3658], [0.4420, 0.4449, 0.3072], [1.2145, -0.7830, -1.0227], [-0.9553, 0.0594, -0.4102], [-0.5528, -0.7587, -0.8739], [0.5221, -0.0461, -0.5368], [0.1278, 0.0664, 0.2248], [0.5817, 0.1479, 0.2893], [-0.0318, 0.0054, 0.2618], [0.3168, -0.0485, 0.1187], [0.3059, 0.4123, 0.3249], [-0.2827, -0.0006, 0.6423], [-0.0556, 0.0183, -0.0957], [0.2012, 0.2405, 0.0465], [-0.3899, -0.0421, 0.2977], [0.4766, 0.0498, -0.4271], [0.3234, 0.2043, -0.5827], [-0.2242, -0.2016, -0.0237], [0.0119, 0.0727, -0.1142], [0.0581, -0.1431, -0.1738], [0.1777, 0.1215, -0.0108], [0.0417, 0.2179, 0.6695], [-0.0447, -0.3836, 0.1499], [-0.3593, 0.6019, -0.3154], [0.1100, -0.6072, -0.7734], [0.5367, -0.2040, -0.3413], [-0.1272, 0.0086, 0.1739], [0.1169, 0.0308, -0.0103], [0.0314, -0.1157, 0.0504], [0.0380, -0.0780, 0.6339], [-0.2883, 0.3550, 0.2020], [-0.2678, 0.1063, 0.2393], [0.0587, -0.0393, 0.0471], [-0.1867, 1.3769, -0.9396], [0.2043, -0.4743, 0.1676], [-0.0302, -0.3958, 0.3262], [0.1804, -0.1987, -0.0965], [-0.1050, -0.1788, 0.4681], [-0.0882, -0.0862, 0.0999]], "mulliken_charge": [0.77, 0.63, -0.46, 0.20, 0.95, -0.38, -0.51, -0.81, -0.73, -0.71, 0.22, -0.51, -0.53, 0.35, 0.31, 0.23, 0.01, 0.30, 0.31, -0.49, -0.20, -0.39, -0.43, 0.41, 0.33, 0.32, 0.33, 0.19, 0.37, -0.19, -0.66, -0.46, -0.52, 0.08, 0.41, 0.44, 0.35, 0.23, 0.31, -0.29, -0.55, 0.25, -0.12, 0.31, 0.37], "lumo_ha": [-0.0202, -0.0555], "gap_ev": [6.80, 5.41], "charge": 0, "s_squared": 12.017, "multiplicity": 7}

=====

(2)
{"formula": "C7H23NO3", "method": "ωB97M-V/def2-TZVPD", "symbols": ["C", "C", "C", "C", "N", "C", "C", "C", "H", "H", "H", "H", "H", "H", "H", "H", "H", "H", "H", "H", "H", "H", "H", "H", "H", "O", "H", "H", "O", "H", "H", "O", "H", "H"], "coordinates": [[0.566489, -1.950964, 2.573218], [-0.744314, -1.408906, 1.992760], [-1.001783, 0.059870, 2.210006], [0.160712, 1.109468, 1.568090], [-0.352447, 1.623978, 0.262630], [0.806775, 2.307786, -0.558813], [1.851108, 1.181060, -1.089787], [-0.250471, 2.922328, -1.603836], [0.793925, -1.657408, 3.603092], [1.412131, -1.661237, 2.121781], [0.481729, -3.039567, 2.521355], [-1.493511, -2.176301, 2.359308], [-0.662684, -1.609532, 0.898121], [-1.075232, 0.061362, 3.275547], [-2.046474, 0.336490, 1.746178], [1.136721, 0.722647, 1.645802], [0.146030, 1.892340, 2.295382], [-0.833565, 0.921047, -0.234483], [1.373722, 3.085241, 0.102078], [1.762557, 1.223063, -2.106415], [1.641611, 0.209169, -0.706572], [2.804932, 1.433448, -0.662488], [-0.716716, 2.112367, -2.157309], [0.273901, 3.493201, -2.384508], [-0.788469, 3.614254, -0.914745], [0.922744, -1.067115, -3.154783], [-0.047656, -1.184450, -3.079066], [0.982916, -0.114723, -3.142619], [0.851958, -2.445232, -0.831767], [0.943644, -3.259684, -0.299690], [1.701996, -1.952823, -0.656625], [-2.833408, -1.037227, -0.543983], [-2.421316, -0.796314, 0.313526], [-2.764517, -1.947700, -0.681628]], "forces_ev_per_angstrom": [[-2.6268, -1.0040, 1.9570], [0.7009, -1.8225, -1.5569], [-0.2624, 0.7169, -1.8656], [-4.6092, -1.0934, 0.6469], [3.7233, 1.4548, 2.6987], [-2.4658, -1.9303, 0.3772], [-1.3253, 2.5070, 3.1732], [3.4046, 1.1841, 0.6410], [-0.6852, -0.1499, 0.2836], [2.9973, 1.0998, -2.3961], [0.3819, 0.0303, 0.1950], [0.0590, 1.5561, -0.2057], [-0.0817, -0.0037, 0.5738], [-0.1001, 1.2360, 0.8750], [1.9545, -0.0662, 1.0435], [1.3026, -1.0689, -0.5815], [-0.0182, 0.9810, 0.2625], [-0.1120, -0.9671, -1.0180], [-1.4457, -1.2911, -1.1795], [0.5861, -0.0623, -2.6618], [-0.6824, -0.6473, 0.1518], [0.7405, 0.2096, -0.5488], [-0.7403, 0.0213, 0.5741], [-0.1323, 0.2125, 0.1696], [-0.4157, -0.8122, -1.2727], [-1.1142, -0.0479, -0.2518], [0.8224, -0.3219, 0.0607], [0.2882, 0.3912, -0.1341], [1.3480, -0.0575, 0.9418], [-0.0460, 0.5633, -0.3114], [-1.3760, -0.8127, -0.4940], [-0.0328, 2.8476, 0.7427], [-0.4168, -0.6848, -0.8921], [0.3797, -2.1676, 0.0018]], "mulliken_charge": [-1.58, 0.18, -1.12, -0.66, -0.33, 0.29, -1.07, -1.36, 0.37, 0.43, 0.37, 0.38, 0.06, 0.45, 0.48, 0.46, 0.34, 0.24, 0.37, 0.55, -0.09, 0.29, 0.34, 0.40, 0.37, -0.60, 0.31, 0.29, -0.59, 0.27, 0.29, -0.66, 0.21, 0.31], "lumo_ha": 0.0204, "smiles": "CCCCNC(C)C.O.O.O", "gap_ev": 9.29, "charge": 0}

=====

Calculated relative energy (zero: lowest compared OMol25 entry of this formula, charge and spin), 0.0, 279.9 kJ/mol (same order as the records).
Calculated DFT total energy, -2916.29956, -560.86307 hartree (same order as the records).